1.
ORCA calculation (ωB97M-V/def2-TZVPD) on C42H48CrGeN7O5S2Se as an isolated structure.

charge = -1
frontier orbital gap (spin up / spin down) = 0.205 / 0.205 hartree
spin multiplicity = 5
LUMO energy (spin up / spin down) = 1.94 / 1.94 eV

Geometry as XYZ:
```
107
C42H48CrGeN7O5S2Se (ωB97M-V/def2-TZVPD)
Cr -0.033 0.955 -0.372
O 2.304 3.351 -4.732
C 1.028 3.143 -5.088
C 0.617 3.616 -6.334
C -0.692 3.458 -6.746
C -1.617 2.820 -5.922
C -1.205 2.340 -4.692
C 0.111 2.485 -4.260
C 0.466 1.957 -2.920
O -0.433 1.418 -2.246
N 1.711 2.091 -2.493
N 1.916 1.668 -1.153
C 3.187 1.515 -0.931
S 4.294 1.704 -2.303
C 5.786 1.410 -1.325
C 5.562 2.144 -0.028
S 4.001 1.502 0.640
H 2.411 2.985 -3.817
H 1.349 4.104 -6.967
H -0.992 3.835 -7.716
H -2.643 2.690 -6.241
H -1.893 1.837 -4.025
H 6.631 1.811 -1.888
H 5.925 0.343 -1.157
H 5.474 3.216 -0.197
H 6.331 1.949 0.722
C 5.395 -4.385 1.059
Ge 5.772 -3.411 2.709
C 7.682 -3.556 3.158
C 4.745 -4.118 4.212
C 5.252 -1.547 2.386
Se 3.290 -1.452 2.243
C 3.047 -0.208 3.722
H 5.415 -5.467 1.216
H 6.129 -4.130 0.290
H 4.398 -4.102 0.706
H 7.925 -4.597 3.397
H 7.921 -2.937 4.029
H 8.312 -3.239 2.320
H 4.884 -5.200 4.307
H 3.686 -3.910 4.046
H 5.059 -3.644 5.147
H 5.663 -1.182 1.440
H 5.576 -0.872 3.182
H 3.464 -0.624 4.638
H 1.971 -0.069 3.839
H 3.519 0.750 3.490
O -2.684 2.680 -0.401
C -2.914 1.484 -0.564
N -4.124 0.982 -0.986
C -4.132 -0.460 -1.011
C -2.610 -0.732 -0.783
O -2.107 -1.820 -0.951
N -2.020 0.432 -0.351
C -4.869 -1.074 0.201
C -5.678 -0.301 1.026
C -6.324 -0.870 2.121
C -6.155 -2.216 2.408
C -5.338 -2.993 1.591
C -4.707 -2.431 0.491
C -4.714 -0.999 -2.311
C -6.073 -0.809 -2.557
C -6.655 -1.268 -3.730
C -5.881 -1.936 -4.673
C -4.530 -2.137 -4.430
C -3.944 -1.669 -3.257
H -4.898 1.572 -1.226
H -5.795 0.757 0.826
H -6.946 -0.249 2.759
H -6.646 -2.657 3.270
H -5.178 -4.041 1.823
H -4.059 -3.032 -0.138
H -6.687 -0.306 -1.813
H -7.715 -1.110 -3.906
H -6.332 -2.294 -5.593
H -3.920 -2.661 -5.159
H -2.892 -1.839 -3.064
C 1.685 -1.583 -1.565
C 1.054 -1.855 -0.228
C 0.913 -3.093 0.374
C 0.218 -2.870 1.588
C -0.007 -1.509 1.665
C -0.752 -0.819 2.773
N 0.496 -0.869 0.551
H 1.829 -2.529 -2.092
H 2.664 -1.096 -1.477
H 1.051 -0.947 -2.192
H 1.218 -4.046 -0.047
H -0.085 -3.607 2.326
H -0.692 -1.427 3.679
H -1.817 -0.681 2.534
H -0.336 0.163 3.006
N -3.444 4.899 3.584
C -3.010 3.616 3.352
O -3.696 2.657 3.609
C -1.625 3.497 2.789
C -0.626 4.419 3.034
C 0.618 4.195 2.474
C 0.802 3.086 1.670
N -0.158 2.206 1.397
C -1.338 2.408 1.985
H -4.419 4.991 3.810
H -3.031 5.651 3.059
H -0.802 5.266 3.687
H 1.446 4.872 2.651
H 1.769 2.888 1.235
H -2.103 1.664 1.817
```

=====

2.
ORCA calculation (ωB97M-V/def2-TZVPD) on C42H48F3N5O6RuSi as an isolated structure.

charge = -1
frontier orbital gap (spin up / spin down) = 0.175 / 0.261 hartree
spin multiplicity = 6
LUMO energy (spin up / spin down) = 2.23 / 2.18 eV

Geometry as XYZ:
```
106
C42H48F3N5O6RuSi (ωB97M-V/def2-TZVPD)
Ru -0.243 0.219 0.349
O 2.792 -2.863 1.404
C 1.715 -2.257 1.245
N 1.602 -0.954 1.890
C 2.860 -0.251 2.088
C 2.827 1.178 1.577
C 3.871 2.043 1.893
C 3.829 3.344 1.432
C 2.744 3.760 0.678
C 1.749 2.839 0.410
N 1.798 1.578 0.844
C 0.634 -2.734 0.458
C 0.685 -4.072 -0.029
C -0.283 -4.532 -0.864
C -1.334 -3.668 -1.277
C -1.320 -2.379 -0.815
N -0.399 -1.912 0.050
H 3.614 -0.820 1.546
H 3.175 -0.252 3.136
H 4.700 1.685 2.494
H 4.635 4.030 1.662
H 2.665 4.771 0.302
H 0.879 3.103 -0.181
H 1.519 -4.685 0.281
H -0.241 -5.552 -1.229
H -2.108 -3.991 -1.959
H -2.057 -1.655 -1.142
O -2.144 0.957 -0.654
C -2.706 2.110 -0.668
C -3.352 2.586 -1.849
C -4.001 3.795 -1.886
C -4.053 4.637 -0.760
C -3.419 4.219 0.388
C -2.748 2.991 0.454
C -2.082 2.575 1.673
N -1.112 1.686 1.746
C -0.756 1.541 3.070
C -1.518 2.365 3.828
N -2.353 3.017 2.926
H -3.298 1.942 -2.720
H -4.474 4.112 -2.809
H -4.558 5.593 -0.799
H -3.418 4.874 1.256
H 1.271 1.148 3.484
H -1.571 2.527 4.891
H -3.081 3.668 3.156
C 4.420 -0.864 -3.868
C 3.285 -0.640 -2.883
C 3.689 0.409 -1.852
C 2.912 -1.946 -2.196
O 2.185 -0.152 -3.655
Si 0.631 0.182 -3.151
O 0.482 0.478 -1.614
O -0.342 -1.077 -3.580
C -0.560 -1.799 -4.780
C -0.311 -0.941 -6.020
C 0.369 -3.007 -4.787
C -2.013 -2.245 -4.734
O 0.152 1.405 -4.163
C 0.658 2.715 -4.360
C -0.398 3.440 -5.180
C 0.860 3.407 -3.015
C 1.975 2.661 -5.132
H 5.310 -1.238 -3.354
H 4.670 0.074 -4.372
H 4.119 -1.592 -4.625
H 4.520 0.037 -1.244
H 2.839 0.631 -1.209
H 4.002 1.333 -2.351
H 3.677 -2.252 -1.477
H 2.779 -2.745 -2.929
H 1.975 -1.828 -1.651
H 0.730 -0.606 -6.056
H -0.949 -0.054 -6.011
H -0.521 -1.528 -6.918
H 1.408 -2.674 -4.827
H 0.173 -3.646 -5.655
H 0.228 -3.588 -3.872
H -2.666 -1.372 -4.660
H -2.179 -2.871 -3.854
H -2.278 -2.814 -5.631
H -1.331 3.501 -4.615
H -0.590 2.887 -6.103
H -0.071 4.452 -5.434
H -0.096 3.518 -2.495
H 1.310 4.395 -3.157
H 1.518 2.805 -2.383
H 1.851 2.057 -6.034
H 2.764 2.202 -4.532
H 2.285 3.670 -5.418
F -1.136 -1.855 9.107
C -0.417 -2.542 8.197
F 0.737 -2.883 8.796
F -1.096 -3.680 7.963
C -0.196 -1.753 6.940
C -1.245 -1.612 6.041
C -1.074 -0.852 4.899
C 0.141 -0.219 4.644
C 1.178 -0.373 5.548
C 1.016 -1.137 6.700
C 0.342 0.572 3.364
C 0.390 -0.402 2.197
H -2.188 -2.112 6.226
H -1.877 -0.763 4.177
H 2.132 0.107 5.353
H 1.834 -1.257 7.397
```

=====

3.
ORCA calculation (ωB97M-V/def2-TZVPD) on C42H49AsF6LaN4O6S2 as an isolated structure.

charge = -2
frontier orbital gap (spin up / spin down) = 0.212 / 0.209 hartree
spin multiplicity = 2
LUMO energy (spin up / spin down) = 3.79 / 3.72 eV

Geometry as XYZ:
```
111
C42H49AsF6LaN4O6S2 (ωB97M-V/def2-TZVPD)
La 0.000 0.000 0.000
C 1.356 -6.064 3.330
C 1.188 -4.641 3.843
C 0.336 -3.772 2.956
C -0.818 -3.224 3.332
C -1.608 -3.365 4.582
C -2.473 -4.618 4.562
C -1.155 -2.452 2.128
N -0.373 -2.480 1.050
C 0.725 -3.226 1.644
C 2.043 -3.273 1.361
C 2.746 -2.374 0.455
C 4.083 -2.229 0.115
C 5.265 -2.870 0.759
C 5.548 -4.264 0.235
C 4.056 -1.330 -1.004
C 2.685 -1.039 -1.194
C 2.098 -0.539 -2.530
C 0.850 -0.398 -3.035
N -0.355 -0.563 -2.418
C -1.037 -1.311 -3.198
C -2.189 -2.040 -2.710
C -2.405 -2.239 -1.380
N -1.624 -2.170 -0.153
C -2.677 -1.993 0.777
C -2.480 -1.877 2.082
C -4.000 -2.135 0.229
C -3.851 -2.377 -1.068
C -4.984 -2.564 -2.045
C -5.048 -3.963 -2.642
C -5.272 -2.068 1.019
C -5.720 -3.445 1.494
C -0.623 -1.165 -4.608
C 0.540 -0.490 -4.462
C 1.365 0.160 -5.525
C 2.329 -0.799 -6.208
C -1.466 -1.421 -5.799
C -1.345 -2.844 -6.313
N 2.090 -1.377 -0.048
C 5.215 -0.869 -1.827
C 5.549 -1.815 -2.966
H 1.981 -6.635 4.025
H 1.840 -6.092 2.349
H 0.389 -6.570 3.251
H 2.171 -4.180 3.997
H 0.758 -4.707 4.849
H -2.235 -2.485 4.755
H -0.938 -3.408 5.449
H -3.171 -4.610 3.718
H -3.058 -4.689 5.485
H -1.860 -5.523 4.485
H 2.716 -3.902 1.919
H 5.092 -2.910 1.841
H 6.144 -2.233 0.612
H 4.698 -4.933 0.397
H 6.416 -4.687 0.752
H 5.768 -4.253 -0.836
H 2.895 -0.443 -3.256
H -2.950 -2.175 -3.458
H -3.204 -1.835 2.869
H -4.934 -1.813 -2.842
H -5.950 -2.377 -1.564
H -4.140 -4.216 -3.197
H -5.892 -4.029 -3.337
H -5.196 -4.716 -1.862
H -6.073 -1.621 0.420
H -5.169 -1.396 1.878
H -5.917 -4.112 0.648
H -6.643 -3.362 2.076
H -4.962 -3.916 2.128
H 1.926 1.004 -5.105
H 0.709 0.600 -6.286
H 3.027 -1.247 -5.495
H 2.916 -0.265 -6.962
H 1.791 -1.608 -6.712
H -1.196 -0.732 -6.608
H -2.516 -1.202 -5.569
H -0.317 -3.068 -6.616
H -1.989 -2.981 -7.188
H -1.647 -3.572 -5.553
H 6.089 -0.749 -1.177
H 4.991 0.128 -2.225
H 5.851 -2.798 -2.594
H 6.378 -1.413 -3.557
H 4.697 -1.961 -3.637
O 1.491 3.198 -0.681
S 1.076 3.040 0.721
O 1.303 4.246 1.516
O -0.206 2.371 0.852
C 2.321 1.894 1.360
C 3.574 1.930 0.705
C 4.604 1.055 1.053
C 4.398 0.123 2.060
C 3.166 0.080 2.717
C 2.116 0.963 2.378
S 0.606 0.849 3.370
O 0.385 2.203 3.862
O 0.997 -0.075 4.447
O -0.366 0.263 2.457
H 3.735 2.657 -0.089
H 5.554 1.107 0.532
H 5.185 -0.567 2.344
H 3.019 -0.649 3.511
F -0.474 1.819 -1.405
As -0.844 3.225 -2.495
F 0.762 3.968 -2.082
F -0.078 2.345 -3.888
F -1.214 4.630 -3.586
F -2.450 2.482 -2.909
F -1.610 4.105 -1.102
H 2.086 0.859 -0.318
```

=====

4.
ORCA calculation (ωB97M-V/def2-TZVPD) on C42H49ClInN6SSe as an isolated structure.

charge = -1
frontier orbital gap (spin up / spin down) = 0.209 / 0.200 hartree
LUMO energy (spin up / spin down) = 1.89 / 1.95 eV

Geometry as XYZ:
```
101
C42H49ClInN6SSe (ωB97M-V/def2-TZVPD)
In -0.496 0.901 -0.966
N -1.930 4.469 -2.567
N -2.537 5.239 -1.563
C -2.202 5.156 -0.255
N -2.655 6.160 0.557
S -1.274 3.936 0.364
H -1.023 4.139 -2.229
H -2.485 3.634 -2.764
H -2.916 6.113 -1.905
H -3.488 6.666 0.297
H -2.542 5.977 1.543
C -1.764 -3.881 1.061
C -1.605 -2.750 0.045
C -2.957 -2.373 -0.562
C -0.621 -3.093 -1.052
C -0.884 -4.170 -1.879
C -0.052 -4.466 -2.941
C 1.042 -3.663 -3.186
C 1.353 -2.575 -2.380
C 2.636 -1.840 -2.736
C 3.837 -2.707 -2.334
C 2.813 -0.429 -2.185
C 0.516 -2.291 -1.294
N 0.718 -1.181 -0.484
C 1.029 -1.352 0.791
C 0.868 -0.317 1.765
N 0.288 0.828 1.460
C 0.068 1.816 2.401
C -1.145 1.866 3.123
C -1.364 2.927 3.988
C -0.429 3.926 4.166
C 0.751 3.873 3.452
C 1.027 2.836 2.574
C 2.368 2.887 1.862
C 3.259 1.674 2.147
C 2.257 3.089 0.349
C -2.261 0.838 3.040
C -1.825 -0.567 3.458
C -2.958 0.783 1.681
C 1.354 -0.824 3.046
C 1.469 -0.331 4.325
C 1.994 -1.164 5.331
C 2.397 -2.455 5.094
C 2.295 -2.998 3.790
C 2.674 -4.292 3.355
C 2.530 -4.641 2.035
C 1.988 -3.775 1.067
C 1.594 -2.516 1.456
C 1.774 -2.156 2.815
H -2.449 -3.576 1.850
H -0.806 -4.130 1.515
H -2.162 -4.776 0.587
H -1.234 -1.873 0.582
H -3.415 -3.222 -1.066
H -2.815 -1.578 -1.295
H -3.636 -2.027 0.215
H -1.758 -4.780 -1.702
H -0.269 -5.309 -3.583
H 1.671 -3.879 -4.040
H 2.632 -1.746 -3.828
H 3.860 -2.843 -1.254
H 4.767 -2.233 -2.642
H 3.785 -3.687 -2.803
H 2.919 -0.429 -1.102
H 1.959 0.191 -2.462
H 3.714 0.010 -2.617
H -2.289 2.964 4.550
H -0.613 4.737 4.858
H 1.477 4.664 3.578
H 2.883 3.772 2.264
H 2.951 0.832 1.535
H 3.207 1.373 3.191
H 4.295 1.908 1.909
H 1.834 2.202 -0.124
H 3.247 3.268 -0.070
H 1.623 3.945 0.126
H -3.022 1.162 3.765
H -1.195 -1.020 2.701
H -2.703 -1.196 3.597
H -1.269 -0.543 4.393
H -2.293 0.369 0.926
H -3.264 1.779 1.367
H -3.842 0.151 1.753
H 1.170 0.677 4.571
H 2.086 -0.760 6.333
H 2.810 -3.058 5.893
H 3.093 -4.994 4.065
H 2.845 -5.627 1.716
H 1.891 -4.114 0.046
Cl -1.512 -1.808 -4.599
Se -1.116 0.679 -4.064
C -1.743 1.282 -5.735
C -1.040 2.219 -6.498
C -1.589 2.650 -7.688
N -2.754 2.230 -8.169
C -3.412 1.330 -7.443
C -2.970 0.835 -6.235
H -0.085 2.601 -6.162
H -1.063 3.368 -8.309
H -4.350 0.989 -7.869
H -3.537 0.098 -5.685
```

=====

Record order is preserved below.
Max |F|: 1.2 1.0 10.8 1.4 eV/Å